DFT (ωB97M-V with the def2-TZVPD basis set) results for a 2-piece molecular cluster, C16H31N3O9S3 overall at a distorted geometry.

Each line ends with the Löwdin charge.
Element x y z (Å)
O 2.024 -1.627 0.246  -0.28
C 0.655 3.682 -2.270  -0.38
C -0.484 -6.041 5.191  -0.12
H -1.675 -4.476 3.315  0.07
S 1.590 -1.428 -1.104  0.56
C -0.472 4.739 -2.480  -0.05
O 2.762 -1.783 -2.102  -0.14
C 0.120 -4.290 2.385  -0.21
H 1.459 0.554 -2.354  0.09
O 0.353 3.470 -5.571  -0.20
S 4.682 1.749 -2.404  0.82
C -0.083 0.631 -0.797  -0.19
C 1.323 0.330 -1.299  -0.24
H -2.213 4.596 -4.792  0.09
C -1.887 4.235 -2.733  -0.41
N -1.335 -4.314 2.377  -0.05
H 0.466 4.054 -0.229  0.13
H -1.719 -3.128 4.946  0.07
N -2.774 4.259 -1.821  0.14
O 2.154 1.939 -4.945  -0.21
O 0.436 -2.145 -1.530  -0.26
O -2.103 -1.491 3.712  -0.18
C 0.675 3.170 -0.830  -0.10
O 0.500 -5.214 4.610  -0.19
H -0.231 0.062 0.120  0.10
H 1.669 2.854 -0.538  0.10
H -3.045 -3.240 1.931  0.12
H -1.746 -3.077 0.760  0.12
N 3.197 4.038 -1.970  0.13
C 0.709 -5.406 3.217  -0.21
H -0.307 -2.106 4.569  0.09
C -2.304 3.766 -4.090  -0.03
H -0.800 0.227 -1.506  0.12
O 0.539 2.625 -3.244  -0.13
H 0.475 -4.394 1.355  0.13
O 2.101 4.256 -4.047  -0.11
C -1.384 -2.103 4.763  -0.10
H 0.523 -3.347 2.776  0.10
S 1.268 2.986 -4.608  0.61
H -3.350 3.482 -4.040  0.08
C -0.393 2.121 -0.496  -0.14
H -0.521 5.361 -1.591  0.12
H 2.103 0.775 -0.691  0.09
H -0.370 -7.081 4.871  0.09
H -0.527 -1.554 2.374  0.11
H -2.396 4.634 -0.950  0.06
H -1.322 2.373 -0.996  0.09
H -1.575 -1.524 5.666  0.09
H 1.828 5.466 -2.437  0.16
H -2.084 -1.003 1.771  0.12
H 3.536 -1.229 -1.905  0.08
C 3.798 3.000 -2.147  -0.75
H -1.503 -5.712 4.957  0.07
H -1.710 2.937 -4.455  0.06
H 0.322 -6.380 2.899  0.12
C -1.607 -1.749 2.413  -0.23
H -0.351 -5.993 6.271  0.09
C 1.960 4.411 -2.654  -0.29
H -0.183 5.363 -3.328  0.13
C -1.964 -3.113 1.834  -0.19
H -0.604 2.211 0.568  0.12
H 1.791 -5.410 3.060  0.12

Calculated values
* structure (SMILES): [H]/N=C(/C)C[C@@]1(CCCCS(=O)(=O)O)OS(=O)(=O)O[C@@H]1N=C=S.COCCNCCOC
* HOMO energy: -8.3681 eV
* lowest unoccupied orbital energy: -0.4 eV
* total charge: 0